Entry 1:
ORCA calculation (the ωB97M-V functional and the def2-TZVPD basis) on one molecule with the formula C3H5N3OS in a non-equilibrium geometry.

Geometry as XYZ:
```
13
C3H5N3OS, DFT the ωB97M-V functional and the def2-TZVPD basis
H 1.357 -1.829 -1.001
N -0.570 -1.025 -0.831
N -0.286 1.835 1.109
C -0.218 0.650 0.337
S -1.348 -2.088 -1.920
H -1.858 -2.961 -1.059
H -0.648 2.655 0.549
H 1.786 1.428 1.037
H -0.932 1.702 1.877
C 1.011 0.067 0.122
N -1.185 0.035 -0.315
O 2.137 0.614 0.647
C 0.755 -1.082 -0.552
```

orbital gap: 9.41 eV
HOMO level: -8.7 eV
spin multiplicity: 1
structure (SMILES): Nc1nn(S)cc1O
energy above the lowest of the compared OMol25 structures with the same formula, charge and spin: 2.0021 eV
E: -754.9655 a.u.
largest force on an atom: 0.0370 Eh/bohr



Entry 2:
ORCA calculation (the ωB97M-V functional and the def2-TZVPD basis) on one molecule with the formula C3H5N3OS in a non-equilibrium geometry.

Geometry as XYZ:
```
13
C3H5N3OS, DFT the ωB97M-V functional and the def2-TZVPD basis
N -0.945 1.460 0.317
S 4.156 0.526 -0.273
N 0.157 0.909 0.594
N -2.027 1.033 -0.096
H -1.362 -1.024 -0.032
O -0.443 -1.300 -0.148
H -2.774 1.715 -0.237
H 2.074 -1.723 -0.330
H -0.922 2.443 0.591
H 2.724 0.486 1.527
C 1.787 -0.762 0.171
C 0.445 -0.353 0.272
C 2.821 0.114 0.610
```

orbital gap (spin up / spin down): 7.01 / 7.01 eV
HOMO level (spin up / spin down): -7.9 / -7.9 eV
spin multiplicity: 1
energy above the lowest of the compared OMol25 structures with the same formula, charge and spin: 4.9412 eV
E: -754.8575 a.u.
largest force on an atom: 0.0917 Eh/bohr



Entry 3:
ORCA calculation (the ωB97M-V functional and the def2-TZVPD basis) on one molecule with the formula C3H5N3OS in a non-equilibrium geometry.

Geometry as XYZ:
```
13
C3H5N3OS, DFT the ωB97M-V functional and the def2-TZVPD basis
N 0.240 -1.936 0.167
C -0.196 -0.607 2.183
H 0.136 -1.083 -1.697
S 0.005 1.559 -2.541
N 0.023 -1.678 1.547
C 0.008 -0.866 -0.597
H 0.996 0.826 -2.427
C -0.289 1.552 -0.721
N -0.057 0.312 -0.048
O -0.238 0.221 2.986
H 0.309 -2.529 2.067
H 0.423 2.435 -0.230
H -1.360 1.795 -0.689
```

orbital gap: 8.12 eV
HOMO level: -8.1 eV
spin multiplicity: 1
energy above the lowest of the compared OMol25 structures with the same formula, charge and spin: 4.3325 eV
E: -754.8798 a.u.
largest force on an atom: 0.0695 Eh/bohr



Entry 4:
ORCA calculation (the ωB97M-V functional and the def2-TZVPD basis) on one molecule with the formula C3H5N3S in a non-equilibrium geometry.

Geometry as XYZ:
```
12
C3H5N3S, DFT the ωB97M-V functional and the def2-TZVPD basis
C 1.604 0.063 -0.499
N 1.705 -0.633 0.555
H 0.170 -1.824 1.360
H 2.270 0.165 -1.462
H -1.677 1.681 -1.466
C 0.361 -0.753 1.188
H 0.276 -0.219 2.082
S -0.349 1.652 -1.905
H -2.321 -0.746 0.641
N 0.281 0.658 -0.699
N -1.772 -0.075 0.024
C -0.549 0.031 0.180
```

orbital gap: 9.17 eV
HOMO level: -8.3 eV
spin multiplicity: 1
structure (SMILES): [H]/N=C1\CN=CN1S
energy above the lowest of the compared OMol25 structures with the same formula, charge and spin: 2.2296 eV
E: -679.7033 a.u.
largest force on an atom: 0.0701 Eh/bohr



Entry 5:
ORCA calculation (the ωB97M-V functional and the def2-TZVPD basis) on one molecule with the formula C3H5N3S in a non-equilibrium geometry.

Geometry as XYZ:
```
12
C3H5N3S, DFT the ωB97M-V functional and the def2-TZVPD basis
N 0.602 0.826 1.025
N 0.072 0.448 -0.220
H -1.082 -1.087 -1.811
H 1.834 -0.811 -1.016
C -1.181 -0.525 1.392
S 1.252 0.348 -1.396
H 0.890 1.783 1.071
C -0.894 -0.572 -0.020
H -0.186 0.598 2.975
H -1.917 -1.121 1.867
C -0.296 0.338 1.945
N -1.438 -1.328 -0.897
```

orbital gap: 8.91 eV
HOMO level: -8.2 eV
spin multiplicity: 1
structure (SMILES): [H]/N=c1/cc[nH]n1S
energy above the lowest of the compared OMol25 structures with the same formula, charge and spin: 2.1741 eV
E: -679.7053 a.u.
largest force on an atom: 0.0272 Eh/bohr



Entry 6:
ORCA calculation (the ωB97M-V functional and the def2-TZVPD basis) on one molecule with the formula C3H5N3S in a non-equilibrium geometry.

Geometry as XYZ:
```
12
C3H5N3S, DFT the ωB97M-V functional and the def2-TZVPD basis
H 2.235 0.197 0.933
C 0.484 -0.742 -0.139
H -0.189 -2.782 -0.214
C -1.565 0.073 0.043
C -0.429 -1.737 -0.165
N -0.265 0.417 -0.161
N 0.194 1.709 -0.164
H 0.476 2.028 0.742
N -1.702 -1.221 0.006
H -2.283 0.852 0.109
H 0.857 1.874 -0.930
S 2.186 -0.668 -0.059
```

orbital gap: 9.04 eV
HOMO level: -8.6 eV
spin multiplicity: 1
structure (SMILES): Nn1cncc1S
energy above the lowest of the compared OMol25 structures with the same formula, charge and spin: 1.5973 eV
E: -679.7265 a.u.
largest force on an atom: 0.0313 Eh/bohr



Entry 7:
ORCA calculation (the ωB97M-V functional and the def2-TZVPD basis) on C3H5N3S2 as an isolated structure in a non-equilibrium geometry.

Geometry as XYZ:
```
13
C3H5N3S2, DFT the ωB97M-V functional and the def2-TZVPD basis
C 1.582 -0.101 -0.120
N 1.377 -1.386 -0.227
H 2.814 1.679 -0.778
H -0.245 -2.124 -0.951
C 0.465 0.667 0.002
H -2.076 1.190 0.737
H -1.898 -0.776 1.522
S 3.192 0.360 0.274
C -1.999 0.000 0.412
S 0.205 2.325 -0.119
H -2.968 -0.041 -0.604
N -0.547 -0.271 -0.111
N 0.097 -1.521 -0.039
```

orbital gap: 7.96 eV
HOMO level: -8.4 eV
spin multiplicity: 1
energy above the lowest of the compared OMol25 structures with the same formula, charge and spin: 6.0768 eV
E: -1077.7338 a.u.
largest force on an atom: 0.1346 Eh/bohr



Entry 8:
ORCA calculation (the ωB97M-V functional and the def2-TZVPD basis) on one molecule with the formula C3H5N3S2 in a non-equilibrium geometry.

Geometry as XYZ:
```
13
C3H5N3S2, DFT the ωB97M-V functional and the def2-TZVPD basis
H 1.783 0.236 1.117
N 0.708 1.056 -1.559
H 0.027 0.484 1.630
H 1.038 -1.618 -0.767
N -1.948 -0.875 -0.077
C 0.436 -1.265 0.145
S -0.103 2.803 0.375
H 0.451 1.898 -2.037
C 0.491 1.227 -0.329
C 0.691 0.199 0.705
S -3.410 -0.692 0.049
H 0.785 -1.929 0.998
N -0.949 -1.524 -0.249
```

orbital gap (spin up / spin down): 8.83 / 4.70 eV
HOMO level (spin up / spin down): -9.2 / -7.4 eV
spin multiplicity: 1
energy above the lowest of the compared OMol25 structures with the same formula, charge and spin: 4.6936 eV
E: -1077.7846 a.u.
largest force on an atom: 0.1080 Eh/bohr



Entry 9:
ORCA calculation (the ωB97M-V functional and the def2-TZVPD basis) on an isolated ion of composition C3H5N4 and charge +1 in a non-equilibrium geometry.

Geometry as XYZ:
```
12
C3H5N4, DFT the ωB97M-V functional and the def2-TZVPD basis
H -1.724 -0.973 -0.367
N 0.629 -0.653 -0.348
C 0.296 0.237 0.562
N 0.050 -1.245 -1.191
H -1.305 0.162 -1.669
N -0.935 0.350 1.050
H -1.824 -1.442 -2.181
C -1.305 -0.877 -1.393
H 3.317 1.692 1.392
C 1.449 0.881 1.009
N 2.438 1.524 1.074
H -1.086 0.344 2.061
```

orbital gap (spin up / spin down): 7.47 / 6.91 eV
HOMO level (spin up / spin down): -14.2 / -13.9 eV
total charge: +1
spin multiplicity: 1
structure (SMILES): [H]/N=C(C#[NH+])/N=N\C
energy above the lowest of the compared OMol25 structures with the same formula, charge and spin: 5.4179 eV
E: -335.8737 a.u.
largest force on an atom: 0.1398 Eh/bohr



Entry 10:
ORCA calculation (the ωB97M-V functional and the def2-TZVPD basis) on an isolated ion of composition C3H5N4O2 and charge +1 in a non-equilibrium geometry.

Geometry as XYZ:
```
14
C3H5N4O2, DFT the ωB97M-V functional and the def2-TZVPD basis
C 1.148 -0.034 -0.060
H 1.739 1.899 0.640
N 1.493 -1.312 -0.425
N -0.123 0.232 -0.140
C -1.905 -0.873 0.835
C -2.086 1.094 -0.425
O 3.189 0.596 0.425
N -0.859 1.144 -0.604
H 0.727 -1.911 -0.756
O -2.643 0.037 0.332
H 2.317 -1.748 -0.315
H -2.848 1.778 -0.938
N 2.032 0.915 0.354
H -2.182 -1.819 1.076
```

orbital gap (spin up / spin down): 7.64 / 7.77 eV
HOMO level (spin up / spin down): -13.1 / -13.4 eV
total charge: +1
spin multiplicity: 1
energy above the lowest of the compared OMol25 structures with the same formula, charge and spin: 7.6346 eV
E: -486.2765 a.u.
largest force on an atom: 0.1184 Eh/bohr



Entry 11:
ORCA calculation (the ωB97M-V functional and the def2-TZVPD basis) on one molecule with the formula C3H5N5 in a non-equilibrium geometry.

Geometry as XYZ:
```
13
C3H5N5, DFT the ωB97M-V functional and the def2-TZVPD basis
N -0.938 -1.367 -0.181
H 0.256 2.892 -0.258
H -2.469 1.513 0.205
N 0.171 -0.463 0.206
H 3.382 -0.794 -0.123
N 1.451 -0.942 -0.181
C -1.729 0.697 0.081
C -0.282 0.858 0.041
H 2.366 0.731 0.416
N 0.591 1.819 -0.121
N -2.003 -0.530 -0.055
H -1.041 -1.973 0.655
C 2.444 -0.221 0.117
```

orbital gap: 9.42 eV
HOMO level: -8.9 eV
spin multiplicity: 1
structure (SMILES): [H]/N=c1\cn[nH]n1N=C
energy above the lowest of the compared OMol25 structures with the same formula, charge and spin: 4.6295 eV
E: -390.9483 a.u.
largest force on an atom: 0.0943 Eh/bohr



Entry 12:
ORCA calculation (the ωB97M-V functional and the def2-TZVPD basis) on one molecule with the formula C3H5N5 in a non-equilibrium geometry.

Geometry as XYZ:
```
13
C3H5N5, DFT the ωB97M-V functional and the def2-TZVPD basis
N 1.931 0.801 0.152
N -0.886 -1.284 0.361
H 2.956 0.651 -0.162
C 1.232 -0.389 -0.004
C -2.288 0.324 -0.166
N -0.142 -0.136 0.193
N 1.710 -1.541 -0.273
H 0.792 -2.026 -0.536
H -0.645 1.846 -0.407
C -1.037 0.836 -0.185
H 1.755 1.167 1.100
N -2.139 -1.029 0.125
H -3.238 0.779 -0.197
```

orbital gap: 10.67 eV
HOMO level: -10.1 eV
spin multiplicity: 1
structure (SMILES): [H]/N=C(/N)n1ccnn1
energy above the lowest of the compared OMol25 structures with the same formula, charge and spin: 2.0230 eV
E: -391.0441 a.u.
largest force on an atom: 0.0727 Eh/bohr